# C21H48Cl2N2O6PSb

C21H48Cl2N2O6PSb as an isolated structure in a non-equilibrium geometry (wB97M-V/def2-TZVPD, OMol25).

Calculated values
total energy: -2891.5242 Ha
largest force on an atom: 3.54 eV/Å
orbital gap: 0.177 Ha
molar mass: 648.26 g mol⁻¹

CARTESIAN COORDINATES (ANGSTROEM)
Sb  -2.061  2.194  1.878
Cl  -0.101  1.254  -1.074
Cl  -3.210  4.424  -0.490
P  -2.405  -0.161  1.086
O  2.704  2.533  1.242
O  -1.918  -1.095  -3.689
O  -0.012  2.011  1.960
O  -2.692  -1.260  2.373
O  -0.094  -5.021  -6.441
O  1.562  -2.259  3.184
N  2.100  0.011  3.738
N  -1.028  -3.019  -5.123
C  -0.811  -1.732  -3.058
C  1.408  -0.067  5.046
C  -4.096  -0.072  0.190
C  0.922  -5.921  -6.873
C  0.304  1.104  5.119
C  1.797  -1.093  2.856
C  -0.988  0.522  4.414
C  -2.038  3.034  -0.184
C  -1.259  3.321  -2.700
C  -2.785  -0.488  -2.730
C  -2.093  1.596  4.035
C  2.120  3.289  2.320
C  0.516  3.328  2.238
C  1.822  -0.772  1.291
C  -1.645  -4.336  -4.786
C  -0.039  -2.448  -4.157
C  -1.249  2.638  -1.258
C  4.961  3.297  2.151
C  4.005  3.031  0.907
C  3.557  0.240  3.862
C  -0.686  -5.443  -5.217
H  3.941  0.448  2.807
H  -3.153  1.275  4.306
H  3.937  3.987  0.289
H  -1.891  -4.368  -3.725
H  -2.562  -4.387  -5.374
H  2.425  2.907  3.346
H  1.308  -5.560  -7.825
H  4.120  -0.662  4.244
H  -1.920  3.864  2.452
H  -1.761  -2.301  -5.228
H  -0.651  -0.046  3.499
H  4.509  2.233  0.274
H  -4.025  0.613  -0.699
H  -1.890  2.519  4.672
H  0.752  2.010  4.624
H  0.868  -1.071  0.775
H  2.162  0.047  5.887
H  0.184  3.681  3.271
H  -0.174  -0.996  -2.564
H  -3.218  -1.252  -2.080
H  -4.475  -1.112  -0.052
H  -2.243  0.252  -2.137
H  2.081  0.322  1.163
H  0.100  1.335  6.210
H  0.162  4.066  1.456
H  2.447  4.373  2.233
H  -3.797  2.426  1.893
H  -1.174  -2.452  -2.316
H  -0.168  3.408  -3.022
H  -1.658  4.371  -2.676
H  0.548  -1.732  -4.734
H  -1.225  -6.383  -5.360
H  6.036  3.358  1.812
H  0.515  -6.926  -7.008
H  -4.827  0.373  0.936
H  2.678  -1.355  0.811
H  4.717  4.314  2.600
H  1.741  -5.939  -6.148
H  -1.856  2.722  -3.451
H  0.851  -1.026  5.242
H  -3.640  -1.476  2.423
H  -0.589  -3.140  -6.044
H  0.614  -3.240  -3.786
H  -3.591  0.011  -3.269
H  4.834  2.548  2.984
H  0.095  -5.586  -4.462
H  3.753  1.140  4.522
H  -1.458  -0.229  5.122

Cartesian forces (eV/Å) of the 2 atoms listed first:
-1.29 1.43 2.97
-0.69 1.28 -0.25

# C5H6O4

One molecule with the formula C5H6O4 in a non-equilibrium geometry (wB97M-V/def2-TZVPD, OMol25).

Calculated values
total energy: -494.7818 Ha
largest force on an atom: 4.63 eV/Å
ΔE to the lowest compared entry with this formula, charge and spin: 202.6 kcal per mole
orbital gap: 0.298 Ha
SMILES: CC1(C)Oc2ooc2O1
molar mass: 130.10 g mol⁻¹

CARTESIAN COORDINATES (ANGSTROEM)
O  -2.382  -2.094  1.028
O  0.332  -1.132  -0.562
O  -1.439  -2.916  0.299
O  -1.240  0.346  0.754
C  1.512  0.384  0.694
C  0.206  0.270  -0.097
C  0.065  1.417  -1.090
C  -1.638  -0.964  0.639
C  -0.774  -1.707  -0.039
H  1.675  1.346  0.934
H  2.164  0.122  -0.112
H  0.967  1.696  -1.734
H  -0.150  2.245  -0.507
H  -0.819  1.345  -1.769
H  1.521  -0.357  1.563

Cartesian forces (eV/Å) of the 2 atoms listed first:
-0.93 0.14 1.21
-0.34 0.10 -0.69

# C4H7NO3

C4H7NO3 as an isolated structure in a non-equilibrium geometry (wB97M-V/def2-TZVPD, OMol25).

Calculated values
total energy: -436.9692 Ha
largest force on an atom: 1.76 eV/Å
ΔE to the lowest compared entry with this formula, charge and spin: 109.3 kcal per mole
orbital gap: 0.320 Ha
molar mass: 117.10 g mol⁻¹

CARTESIAN COORDINATES (ANGSTROEM)
O  -1.622  -1.274  0.835
O  0.778  0.173  -1.475
O  2.667  -0.356  0.463
N  -1.820  0.252  -0.973
C  -1.105  -0.360  0.149
C  1.361  -0.649  0.681
C  0.019  0.674  0.938
C  0.383  -0.435  -0.317
H  -0.115  0.546  2.003
H  -0.055  0.195  -2.010
H  0.346  1.648  0.591
H  -2.163  1.181  -0.759
H  -2.590  -0.359  -1.226
H  2.759  0.105  -0.388
H  1.158  -1.339  1.488

Cartesian forces (eV/Å) of the 2 atoms listed first:
0.09 0.60 0.21
-0.38 -0.53 0.67

# CH3Br2P

One molecule with the formula CH3Br2P in a non-equilibrium geometry (wB97M-V/def2-TZVPD, OMol25).

Calculated values
total energy: -5529.2820 Ha
largest force on an atom: 2.68 eV/Å
ΔE to the lowest compared entry with this formula, charge and spin: 29.9 kcal per mole
orbital gap: 0.363 Ha
SMILES: BrCPBr
molar mass: 205.82 g mol⁻¹

CARTESIAN COORDINATES (ANGSTROEM)
Br  -2.339  0.087  -0.186
Br  2.501  -0.131  -0.172
P  0.615  1.040  -0.171
C  -0.524  -0.330  0.444
H  -0.427  -0.326  1.628
H  0.472  0.925  -1.558
H  -0.298  -1.265  0.015

Cartesian forces (eV/Å) of the 2 atoms listed first:
0.43 0.03 0.44
0.34 -0.15 0.14

# C27H31N10O2STi

C27H31N10O2STi as an isolated structure (wB97M-V/def2-TZVPD, OMol25).

Calculated values
total energy: -2993.0977 Ha
largest force on an atom: 0.51 eV/Å
orbital gap (alpha / beta): 0.226 / 0.230 Ha
molar mass: 607.55 g mol⁻¹
net charge: +1

CARTESIAN COORDINATES (ANGSTROEM)
Ti  0.234  -0.680  -0.175
S  1.796  2.072  -0.832
O  -0.080  -1.812  -1.791
O  0.567  1.161  -1.079
N  -1.878  -0.014  -0.281
N  -0.631  -0.717  -3.687
N  -0.469  -2.190  1.229
N  -2.884  -3.844  -0.869
N  2.260  -0.850  -0.121
N  -3.943  -1.556  -4.510
N  -1.517  -4.128  1.966
N  -4.055  -0.191  -0.424
N  -0.147  -0.446  2.727
N  0.684  -0.108  1.660
C  -0.731  -1.560  2.466
C  4.385  2.839  -2.641
C  -2.997  -2.262  5.384
C  3.064  -1.312  -1.127
C  1.286  3.272  0.430
C  -0.843  -3.426  1.061
C  -3.699  0.833  -1.271
C  -2.151  -1.580  4.535
C  -2.568  -3.129  -1.718
C  -2.022  -3.526  3.127
C  -3.354  -3.583  5.106
C  3.225  3.801  -2.400
C  -2.202  -2.231  -2.743
C  4.275  -0.050  0.997
C  1.868  3.107  -2.303
C  -0.219  3.414  0.626
C  2.861  -0.217  0.957
C  -2.872  -4.220  3.981
C  -1.653  -2.209  3.394
C  -0.943  4.190  -0.466
C  -0.955  -1.602  -2.724
C  4.415  -1.181  -1.115
C  5.038  -0.524  -0.019
C  -2.352  0.937  -1.170
C  -3.157  -1.867  -3.726
C  1.973  0.153  1.964
C  -2.942  -0.671  0.145
H  -1.852  -5.042  1.700
H  -1.853  -0.560  4.734
H  0.308  -0.361  -3.705
H  -2.949  -1.501  0.828
H  -3.382  -1.775  6.269
H  3.160  4.516  -3.222
H  3.405  4.398  -1.502
H  5.321  3.387  -2.737
H  4.499  2.124  -1.825
H  4.233  2.275  -3.563
H  1.726  2.404  -3.127
H  -1.214  -0.611  -4.501
H  -0.913  3.673  -1.425
H  -0.508  5.183  -0.601
H  -1.681  1.599  -1.684
H  -0.659  2.422  0.749
H  -4.984  -0.552  -0.282
H  1.761  4.214  0.146
H  1.762  2.910  1.341
H  1.037  3.807  -2.287
H  -0.609  -3.923  0.131
H  2.266  0.410  2.973
H  -3.147  -5.244  3.760
H  5.000  -1.580  -1.931
H  6.114  -0.412  0.006
H  -1.992  4.322  -0.203
H  2.551  -1.805  -1.944
H  4.716  0.452  1.849
H  -4.418  1.368  -1.863
H  -4.017  -4.115  5.775
H  -0.351  3.924  1.582

Cartesian forces (eV/Å) of the 2 atoms listed first:
0.50 0.04 0.08
-0.03 -0.02 -0.08

# C3H6Cl2O

One molecule with the formula C3H6Cl2O in a non-equilibrium geometry (wB97M-V/def2-TZVPD, OMol25).

Calculated values
total energy: -1113.5220 Ha
largest force on an atom: 2.14 eV/Å
ΔE to the lowest compared entry with this formula, charge and spin: 5.4 kcal per mole
orbital gap: 0.428 Ha
SMILES: OC(CCl)CCl
molar mass: 128.99 g mol⁻¹

CARTESIAN COORDINATES (ANGSTROEM)
Cl  -2.253  0.714  -0.868
Cl  1.385  1.165  2.008
O  1.356  -0.664  -0.626
C  0.101  0.207  1.227
C  -0.830  -0.367  -1.079
C  0.327  0.219  -0.296
H  -1.145  -1.341  -0.812
H  0.083  -0.820  1.662
H  2.072  -0.512  0.008
H  -0.867  0.666  1.634
H  0.412  1.244  -0.671
H  -0.642  -0.511  -2.187

Cartesian forces (eV/Å) of the 2 atoms listed first:
-0.04 -0.12 -0.25
0.36 -0.14 0.09